Entry from OMol25: C43H40GeN3O5Os as an isolated structure at a distorted geometry (the ωB97M-V functional and the def2-TZVPD basis).

```
93
Properties=species:S:1:pos:R:3
Os 0.072 1.264 -0.487
C 0.017 -0.859 7.208
O 0.484 -0.609 5.897
C 1.589 0.172 5.757
C 2.344 0.665 6.803
C 3.453 1.470 6.540
C 3.775 1.785 5.237
C 3.009 1.292 4.179
C 1.921 0.468 4.422
N 1.084 -0.092 3.452
C 1.150 0.118 2.079
N 2.380 -0.026 1.573
C 2.839 0.144 0.235
C 2.041 0.709 -0.754
C 2.671 0.805 -2.025
C 3.950 0.353 -2.264
C 4.725 -0.197 -1.231
C 4.155 -0.282 0.020
O 4.801 -0.790 1.131
C 6.198 -0.959 1.029
N 0.073 0.342 1.374
C -1.158 0.450 2.118
C -1.723 1.695 2.373
C -2.876 1.800 3.134
C -3.476 0.655 3.650
C -2.934 -0.588 3.378
C -1.785 -0.699 2.597
O -1.300 -1.962 2.405
C -0.839 -2.312 1.086
H 0.763 -1.397 7.797
H -0.871 -1.474 7.102
H -0.242 0.074 7.714
H 2.076 0.436 7.825
H 4.045 1.851 7.362
H 4.620 2.427 5.021
H 3.249 1.582 3.165
H 0.197 -0.424 3.798
H 3.074 -0.379 2.211
H 2.108 1.259 -2.831
H 4.376 0.430 -3.259
H 5.734 -0.540 -1.414
H 6.561 -1.180 2.030
H 6.676 -0.049 0.658
H 6.452 -1.789 0.365
H -1.238 2.570 1.956
H -3.306 2.777 3.318
H -4.372 0.729 4.256
H -3.384 -1.500 3.751
H -1.147 -3.342 0.913
H 0.246 -2.237 1.016
H -1.284 -1.663 0.334
C -1.262 0.758 -1.470
Ge -1.976 -0.433 -2.769
C -1.449 0.156 -4.569
C -0.773 -0.669 -5.467
C -0.291 -0.176 -6.677
C -0.479 1.159 -7.004
C -1.151 1.997 -6.121
C -1.625 1.500 -4.914
C -3.917 -0.404 -2.694
C -4.715 -1.343 -3.351
C -6.101 -1.255 -3.308
C -6.710 -0.216 -2.615
C -5.930 0.731 -1.965
C -4.542 0.635 -2.000
C -1.277 -2.254 -2.571
C 0.117 -2.379 -2.518
C 0.717 -3.612 -2.301
C -0.068 -4.747 -2.123
C -1.451 -4.637 -2.150
C -2.049 -3.398 -2.368
H -0.615 -1.715 -5.223
H 0.239 -0.833 -7.357
H -0.096 1.549 -7.940
H -1.292 3.044 -6.366
H -2.120 2.172 -4.220
H -4.256 -2.142 -3.924
H -6.707 -1.996 -3.818
H -7.791 -0.143 -2.586
H -6.400 1.546 -1.425
H -3.929 1.361 -1.472
H 0.738 -1.492 -2.618
H 1.799 -3.684 -2.258
H 0.398 -5.711 -1.958
H -2.069 -5.514 -1.988
H -3.131 -3.330 -2.363
C 1.713 5.080 -1.793
O 1.391 3.697 -1.688
C 0.531 3.300 -0.668
O 0.146 4.141 0.120
H 2.790 5.152 -1.951
H 1.429 5.626 -0.898
H 1.197 5.507 -2.656
```

As for the total charge: -1. Its strongest force on any atom is 1.4 eV/A. The calculation puts the gap between HOMO and LUMO at 0.1839 Ha. As for the total energy: -4370.5642 a.u.